Record 1
13
Properties=species:S:1:pos:R:3:forces:R:3 method="wB97M-V/def2-TZVPD" smiles="C/C=C/CS" multiplicity=1 homo_energy_ha=-0.3327 gap_ev=10.0
C 2.057514 -0.489834 -0.097702 0.76 -1.86 -1.45
C 0.512464 -0.643768 -0.137217 3.00 1.81 1.77
C -0.104446 0.504680 -0.012283 0.81 2.53 0.57
C -1.498985 0.765390 -0.177010 -0.81 -1.94 -0.14
H 2.243927 0.596393 -0.214139 0.23 -0.82 -0.14
H 2.703166 -0.868923 0.748136 -1.30 0.24 -0.43
H 2.493441 -1.099783 -1.006813 -0.68 1.48 1.45
H -0.127035 -1.433518 0.120707 -0.11 -1.92 -0.76
H 0.310576 1.499057 0.304255 0.90 -1.05 -0.94
H -1.853450 1.385414 0.558787 -0.93 1.80 1.64
H -1.670812 1.199521 -1.107041 -0.32 1.06 -1.68
H -2.584936 -0.718741 1.174879 -0.09 -0.23 0.13
S -2.481421 -0.695893 -0.154558 -1.46 -1.10 -0.03

=====

Record 2
148
Properties=species:S:1:pos:R:3:forces:R:3 method="wB97M-V/def2-TZVPD" multiplicity=1 homo_energy_ha=-0.1620 total_charge=-1 gap_ev=6.5
Sr 0.005758 -0.862043 0.617434 1.57 -3.14 -2.59
C -4.552687 5.018917 -1.940019 0.11 -0.04 -0.14
C -3.486621 4.162145 -2.639639 -0.10 0.20 -0.08
C -2.254522 5.030137 -2.915544 -0.16 -0.10 0.04
C -4.040773 3.705887 -3.998140 0.07 0.05 0.19
C -3.146521 2.969380 -1.758235 0.10 0.09 0.02
C -2.075504 2.990269 -0.873912 -0.11 0.05 -0.15
C -1.790337 1.880668 -0.110116 -0.38 -0.31 -0.29
N -0.707981 1.846572 0.811983 0.20 0.01 -0.16
C 0.503079 2.532281 0.453097 0.26 0.18 -0.24
C 0.621111 3.886759 0.677004 0.05 0.15 -0.11
C 1.769216 4.576578 0.319149 -0.13 0.03 0.11
C 2.778073 3.823343 -0.267017 -0.16 0.10 0.01
C 2.696129 2.462942 -0.521578 -0.02 -0.10 0.03
C 1.514956 1.744242 -0.161811 0.25 0.80 -0.09
O 1.308183 0.495002 -0.330998 1.94 1.97 -1.67
C 3.934536 1.828013 -1.148692 0.25 -0.09 -0.14
C 5.128416 2.040729 -0.202588 -0.12 0.00 -0.14
C 3.802552 0.326398 -1.379646 -0.02 0.21 0.05
C 4.208576 2.488376 -2.511290 0.00 -0.08 0.22
C 1.883813 6.059796 0.638288 0.01 0.15 0.04
C 2.004610 6.234195 2.160703 0.04 0.06 -0.21
C 0.622479 6.799691 0.167597 0.16 -0.07 0.04
C 3.100086 6.714491 -0.025369 -0.20 -0.13 0.12
C -2.512877 0.668354 -0.216764 -0.26 0.61 -0.19
O -2.070184 -0.350936 0.432845 -2.54 0.30 -0.24
C -3.679764 0.694481 -1.022216 -0.08 -0.10 0.16
C -3.944785 1.830472 -1.767642 -0.01 0.06 0.03
C -4.547238 -0.550738 -1.141685 -0.14 -0.16 -0.04
C -5.939525 -0.253880 -1.717309 0.28 0.01 0.04
C -4.772196 -1.198029 0.230102 0.12 0.01 -0.06
C -3.807519 -1.527680 -2.067089 0.00 0.06 0.15
H -4.852668 5.850735 -2.579380 -0.07 0.11 -0.04
H -4.162027 5.421664 -1.007011 0.02 0.03 0.12
H -5.432237 4.416344 -1.714792 -0.08 -0.02 0.03
H -2.512072 5.824426 -3.615808 -0.03 0.09 -0.06
H -1.457493 4.431011 -3.349984 0.14 -0.04 -0.03
H -1.882496 5.499055 -2.008866 0.10 0.06 0.11
H -4.115553 4.555613 -4.678060 -0.04 0.06 -0.03
H -5.034064 3.275406 -3.894265 -0.08 -0.09 -0.06
H -3.381320 2.962597 -4.440810 0.03 -0.09 -0.10
H -1.453765 3.864987 -0.774491 0.10 0.08 -0.01
H -0.209138 4.400244 1.141899 0.02 0.03 -0.04
H 3.687432 4.329075 -0.554810 0.11 0.04 -0.03
H 4.898839 1.596650 0.764839 0.04 -0.03 0.10
H 5.338860 3.097890 -0.055581 0.06 0.10 0.06
H 6.026454 1.570158 -0.605742 0.08 -0.07 -0.05
H 3.618491 -0.179796 -0.435883 -0.04 -0.11 -0.03
H 4.722017 -0.066514 -1.820849 0.15 0.05 -0.05
H 2.975073 0.115139 -2.050967 0.01 -0.08 0.02
H 4.443473 3.546102 -2.408007 0.01 0.11 -0.04
H 3.330621 2.391680 -3.148263 -0.05 0.01 -0.09
H 5.049647 1.997451 -3.001269 0.11 -0.03 -0.07
H 1.098661 5.886025 2.650777 -0.10 -0.09 0.10
H 2.141433 7.286727 2.409709 0.02 0.14 0.09
H 2.850886 5.667302 2.545950 0.07 -0.04 0.05
H -0.257943 6.456472 0.706282 -0.13 -0.01 0.03
H 0.454334 6.634978 -0.895016 -0.01 0.01 -0.13
H 0.727525 7.869873 0.344882 -0.02 0.14 0.02
H 4.028532 6.288350 0.349964 0.12 -0.05 -0.02
H 3.110645 7.782240 0.200617 -0.01 0.04 -0.02
H 3.062188 6.586511 -1.106230 0.07 0.01 -0.10
H -4.815607 1.828417 -2.401280 -0.14 -0.03 -0.12
H -6.433364 0.522612 -1.133513 -0.08 0.09 0.00
H -6.552516 -1.154095 -1.666909 0.00 -0.08 -0.02
H -5.893044 0.058705 -2.757767 -0.05 0.07 -0.15
H -5.306318 -0.513071 0.889576 -0.09 0.04 0.08
H -3.817357 -1.431842 0.686719 -0.06 -0.07 0.08
H -5.357725 -2.111259 0.117563 -0.12 -0.07 0.00
H -3.637366 -1.061225 -3.037101 0.00 0.01 -0.11
H -4.387360 -2.438876 -2.215841 -0.05 -0.15 0.01
H -2.839659 -1.786548 -1.638596 0.05 -0.10 0.02
O 2.367233 0.563989 2.591354 0.27 -0.16 0.08
C 1.199763 0.809692 2.747569 1.25 0.98 1.29
O 0.182624 0.058781 2.504197 -0.18 0.94 3.07
C 0.595853 2.098430 3.317113 -0.19 -0.47 -0.37
P -0.985651 1.747628 2.443482 -0.73 1.61 1.99
C -2.259676 0.750467 3.337214 0.21 0.21 -0.21
C -2.489764 -0.604243 3.144568 0.08 -0.07 0.06
C -3.491715 -1.251403 3.847744 -0.01 -0.01 0.00
C -4.251440 -0.565658 4.777656 -0.08 0.02 0.04
C -3.987676 0.770641 5.024068 -0.03 0.01 0.17
C -2.995695 1.421096 4.313800 0.01 0.12 0.01
C -1.869768 3.390129 2.686741 0.22 -0.17 -0.27
C -1.328759 4.461903 3.396241 0.03 -0.37 -0.02
C -1.981061 5.679998 3.451042 -0.03 0.22 0.11
C -3.193911 5.846995 2.800688 0.00 0.11 0.09
C -3.742754 4.790636 2.092659 -0.10 0.09 -0.07
C -3.087723 3.575107 2.036677 0.01 -0.09 0.10
H 1.110962 3.029087 3.078843 -0.11 -0.20 -0.05
H 0.467666 1.985735 4.399695 -0.09 -0.03 -0.15
H -1.897745 -1.177900 2.461165 -0.05 -0.07 0.09
H -3.671875 -2.299728 3.657834 0.03 -0.08 -0.01
H -5.038779 -1.068146 5.320634 -0.08 -0.07 0.04
H -4.554065 1.316188 5.768381 0.01 -0.01 0.02
H -2.795343 2.458178 4.533109 -0.10 0.02 0.00
H -0.388981 4.343943 3.918982 0.04 0.04 0.00
H -1.535958 6.500085 4.003907 -0.05 -0.01 0.00
H -3.718116 6.790707 2.867121 0.00 0.07 -0.07
H -4.681927 4.914420 1.574245 -0.12 0.01 -0.03
H -3.526560 2.745433 1.499936 -0.15 0.03 -0.05
S 2.204881 -2.889791 2.025236 0.23 -0.04 -0.34
C 2.653264 -3.971010 0.869079 -0.05 0.13 1.56
N 2.773109 -5.300212 1.108997 -0.12 0.21 -0.37
C 3.438619 -6.111502 0.118829 0.39 -0.05 -0.38
C 4.665096 -5.333494 -0.355438 -0.04 -0.42 0.31
N 4.204072 -4.101800 -0.950256 -0.12 0.00 0.35
C 4.865555 -3.618664 -2.142038 0.02 0.12 -0.16
C 4.601871 -4.524972 -3.312585 0.14 -0.05 -0.02
C 3.299528 -4.658004 -3.783493 -0.02 -0.01 -0.03
C 3.019877 -5.522978 -4.823684 -0.04 -0.04 -0.03
C 4.036597 -6.265002 -5.405731 0.01 -0.04 -0.11
C 5.335046 -6.131119 -4.947465 0.06 -0.13 -0.11
C 5.615334 -5.269555 -3.900037 -0.03 0.13 0.06
C 3.085314 -3.514519 -0.461627 -0.04 0.65 -1.43
S 2.241175 -2.376666 -1.304143 0.02 -0.37 0.39
C 2.125280 -5.945032 2.226361 -0.12 0.03 0.22
C 1.191441 -7.017844 1.732999 0.03 -0.14 0.00
C 1.277518 -8.320150 2.204837 0.01 0.11 0.01
C 0.436409 -9.304432 1.712884 -0.02 -0.11 0.02
C -0.492643 -8.995113 0.735939 -0.06 -0.11 -0.01
C -0.586464 -7.696081 0.260930 -0.01 0.06 -0.05
C 0.248852 -6.710564 0.756701 -0.02 -0.06 0.08
H 2.787345 -6.311382 -0.744078 0.07 -0.10 0.09
H 3.720179 -7.064374 0.571534 0.00 0.06 -0.03
H 5.216945 -5.905442 -1.105238 -0.07 0.04 0.03
H 5.326271 -5.132381 0.498879 0.02 -0.07 -0.08
H 5.939209 -3.541815 -1.937349 -0.06 0.00 -0.05
H 4.445792 -2.627927 -2.336021 0.24 -0.05 0.02
H 2.519118 -4.069059 -3.325913 -0.11 0.03 0.03
H 2.005751 -5.617296 -5.183259 -0.09 -0.01 -0.03
H 3.817502 -6.939494 -6.220800 -0.02 -0.06 -0.06
H 6.132778 -6.700816 -5.403816 0.04 -0.05 -0.02
H 6.631245 -5.168312 -3.542300 0.09 0.02 0.05
H 1.575365 -5.159131 2.756355 0.13 -0.18 0.02
H 2.877049 -6.369605 2.904774 -0.11 0.07 -0.01
H 2.006686 -8.566016 2.964273 0.10 -0.01 0.07
H 0.515117 -10.315087 2.088316 -0.01 -0.07 0.02
H -1.143422 -9.765766 0.346580 -0.04 -0.03 -0.03
H -1.311800 -7.451258 -0.500961 -0.07 0.05 -0.05
H 0.171336 -5.695751 0.392721 0.00 0.15 -0.11
C -2.246959 -4.229358 0.908535 0.28 0.26 0.03
C -1.102031 -3.212203 0.850806 -0.76 -1.73 -0.39
O -0.685062 -2.751868 1.923959 -0.30 -0.35 1.60
O -0.633332 -2.900036 -0.262107 -0.45 -1.28 -1.16
H -2.117227 -4.873650 1.777163 -0.06 -0.03 0.00
H -2.293524 -4.808907 -0.009447 -0.05 -0.04 -0.06
H -3.169781 -3.664777 1.021848 -0.19 -0.01 0.01

=====

Record 3
70
Properties=species:S:1:pos:R:3:forces:R:3 method="wB97M-V/def2-TZVPD" smiles="C[N+](=O)[O-].C[N+](=O)[O-].C[N+](=O)[O-].C[N+](=O)[O-].C[N+](=O)[O-].C[N+](=O)[O-].C[N+](=O)[O-].C[N+](=O)[O-].C[N+](=O)[O-].C[N+](=O)[O-]" multiplicity=1 homo_energy_ha=-0.3876 gap_ev=10.6
C 0.773884 5.328424 -0.755332 -0.77 -0.13 -0.24
N 1.325228 6.208044 0.300713 0.56 0.09 -0.26
O 2.391634 6.753064 0.075542 -0.16 -0.06 0.12
O 0.674938 6.341464 1.314584 -0.04 -0.02 0.00
H -0.054835 5.878837 -1.202512 -0.01 0.01 0.12
H 0.375358 4.438645 -0.275111 0.09 -0.02 -0.05
H 1.496170 5.098273 -1.527449 0.34 0.06 0.29
C 1.087295 -4.055088 3.544305 -0.07 -0.01 0.37
N 0.865085 -3.295943 2.293920 -0.21 -0.16 -0.54
O 1.358540 -3.737069 1.269909 -0.05 0.08 0.25
O 0.157212 -2.313373 2.350340 0.21 -0.02 -0.02
H 0.420583 -4.914342 3.538460 -0.10 0.07 -0.16
H 0.820692 -3.396152 4.362893 0.10 -0.06 0.05
H 2.114535 -4.400671 3.579169 0.05 0.13 -0.08
C -2.265102 -1.303358 4.153245 -0.70 0.27 -0.07
N -2.851652 -2.575399 3.634188 0.66 0.17 0.10
O -3.812948 -2.497940 2.908220 -0.17 -0.12 0.01
O -2.290382 -3.601589 3.971143 -0.16 -0.11 -0.03
H -1.425608 -1.018910 3.529966 0.12 -0.25 0.03
H -2.000312 -1.457409 5.192652 0.19 -0.06 -0.05
H -3.042251 -0.554678 4.050217 0.04 0.06 0.10
C 0.410132 2.201604 -3.780562 -0.25 0.08 -0.66
N 1.160778 1.261222 -4.671758 -0.18 0.11 0.08
O 2.275424 0.959278 -4.314173 0.16 -0.09 0.03
O 0.615042 0.858354 -5.677650 -0.10 -0.02 -0.13
H 0.945148 3.145539 -3.824587 0.24 -0.12 0.45
H 0.384138 1.730110 -2.809150 0.17 0.31 0.20
H -0.585384 2.362737 -4.182940 -0.02 -0.32 -0.04
C 4.799717 -1.642783 0.752490 1.21 0.04 -0.86
N 3.990374 -0.591046 1.393975 -0.24 -0.35 0.56
O 2.827644 -0.863053 1.629792 0.18 0.28 -0.11
O 4.553016 0.434536 1.722296 -0.14 -0.22 -0.06
H 4.183308 -2.357655 0.224478 -0.26 0.02 0.24
H 5.459474 -2.108849 1.482777 -0.46 -0.04 0.36
H 5.501084 -1.167413 0.063621 -0.36 0.20 -0.06
C 4.407581 3.106351 0.141826 -0.30 0.01 0.24
N 3.883848 2.528616 -1.119516 0.27 0.06 -0.41
O 4.235637 1.405367 -1.416944 -0.11 -0.09 0.15
O 3.204663 3.246946 -1.822037 -0.11 0.06 0.03
H 4.849225 2.300079 0.709502 0.22 0.13 -0.05
H 3.577196 3.538776 0.694402 -0.06 0.03 -0.15
H 5.097040 3.892691 -0.150124 0.09 -0.04 0.06
C -2.548686 -1.815499 -4.073587 -0.43 0.34 -0.68
N -2.768538 -0.363364 -3.774131 -0.12 -0.35 0.26
O -2.581464 0.413868 -4.683148 -0.01 0.18 -0.01
O -3.089919 -0.068095 -2.641676 0.05 0.06 -0.03
H -2.647561 -1.887792 -5.153249 0.42 -0.11 0.02
H -3.335910 -2.414759 -3.630244 0.15 0.15 0.48
H -1.554474 -2.047029 -3.709080 -0.02 -0.21 0.01
C -4.661166 1.869235 1.627664 -0.26 -0.27 0.26
N -3.415951 1.060538 1.664557 0.03 -0.22 -0.40
O -3.370786 0.107222 0.920271 -0.02 -0.02 0.08
O -2.515833 1.404706 2.405874 -0.01 0.12 0.20
H -5.497622 1.192235 1.789187 0.12 -0.11 -0.02
H -4.743664 2.263973 0.620407 0.10 0.27 0.08
H -4.617293 2.596232 2.429346 0.09 0.24 -0.24
C -1.905084 -5.041853 -1.117617 -0.07 -0.12 0.50
N -1.948205 -3.895309 -0.161532 -0.23 0.39 -0.16
O -2.046121 -4.128176 1.020510 0.16 -0.16 -0.02
O -1.925556 -2.781670 -0.655491 0.11 -0.20 -0.01
H -1.072530 -4.862519 -1.786932 -0.05 -0.06 -0.12
H -2.863768 -5.057929 -1.627830 0.07 0.13 -0.16
H -1.797753 -5.948289 -0.531139 0.14 0.02 -0.06
C -0.288452 -0.018009 0.078191 0.33 -0.28 0.73
N 0.049968 1.375446 -0.281811 0.15 0.23 0.38
O -0.884624 2.133915 -0.473229 0.06 -0.07 -0.16
O 1.216054 1.721742 -0.299536 -0.08 -0.13 -0.05
H -0.548418 0.024273 1.137380 -0.56 0.15 -0.21
H 0.583760 -0.666202 0.099364 0.13 0.21 -0.69
H -1.113553 -0.333125 -0.547298 -0.06 -0.13 0.15

=====

Record 4
62
Properties=species:S:1:pos:R:3:forces:R:3 method="wB97M-V/def2-TZVPD" multiplicity=1 homo_energy_ha=-0.2462 gap_ev=6.9
C 3.805462 -0.309865 0.728124 2.30 1.21 -0.77
O 4.602612 0.543185 0.432814 1.77 1.53 -0.10
N 2.556342 -0.212745 0.419124 7.55 6.96 3.22
N 4.069892 -1.432795 1.308884 2.22 -4.45 2.99
H 2.176642 0.703925 0.230374 1.51 -0.15 0.33
H 1.906892 -0.985945 0.397404 6.88 -4.07 4.88
H 3.389062 -2.140625 1.544594 -0.09 0.61 -0.32
H 5.006232 -1.778485 1.463384 0.00 0.66 -0.28
C -0.375108 4.240245 1.490494 -1.74 0.21 0.52
C -1.211868 3.256495 0.927024 0.89 2.77 0.01
C -2.422698 3.042005 1.539564 -0.86 -0.03 0.26
C -2.857488 3.763405 2.639744 0.23 -0.24 0.44
C -2.075178 4.725305 3.221564 1.53 1.44 -1.39
C -0.843918 5.013755 2.572704 0.99 -2.00 -0.27
O -0.018878 5.936375 3.094474 -0.49 1.80 1.26
O -3.309568 2.042335 1.116124 -0.07 3.03 -1.66
H 0.596802 4.458885 1.073374 0.04 -0.01 -0.11
H -0.806648 2.719355 0.082234 -0.80 1.53 0.05
H -3.779238 3.466455 3.117864 -0.27 0.08 -0.04
H -2.368708 5.416555 3.997714 -0.20 -0.39 0.31
H 0.936412 5.843815 3.073404 -0.21 -0.69 -0.57
H -4.188058 2.323655 1.382064 -0.30 0.28 -0.17
C 2.894402 -3.302175 -0.721346 0.02 -0.02 -1.22
C 3.819642 -2.759635 -1.658416 0.79 -0.81 0.52
C 3.506592 -1.646615 -2.369626 1.69 0.29 -0.28
C 2.253122 -1.098205 -2.267936 1.08 0.68 0.65
C 1.357152 -1.492065 -1.261216 1.70 -4.93 -1.52
C 1.719472 -2.683775 -0.466316 2.24 -0.98 -4.44
O 0.771532 -3.170065 0.325974 4.09 -1.86 2.63
O 4.495902 -1.052995 -3.161666 -0.70 -0.91 0.40
H 3.102132 -4.277125 -0.305746 0.15 -0.08 0.42
H 4.811542 -3.178255 -1.743766 0.01 -0.07 -0.01
H 2.050652 -0.230325 -2.878006 0.83 0.29 0.10
H 0.444032 -0.938255 -1.100266 -2.60 -3.81 -5.48
H 1.143722 -3.783855 0.963424 0.23 -0.34 0.16
H 4.279932 -0.132435 -3.327576 -0.19 0.06 0.08
C -1.917818 -1.760925 1.175734 -0.15 -1.39 -2.37
C -1.404978 -2.550655 0.104484 -3.41 1.73 0.80
C -1.998748 -2.395495 -1.135496 -2.19 -0.12 0.52
C -3.174058 -1.675085 -1.256246 -1.45 1.26 0.07
C -3.747878 -0.880585 -0.231086 2.08 -1.92 0.06
C -3.043148 -0.946275 0.973674 -0.03 -0.08 0.28
O -3.299788 -0.043485 1.937254 -0.47 -2.92 2.25
O -1.485458 -3.032895 -2.220536 1.44 -1.95 -0.07
H -1.263688 -1.676865 2.030974 -0.50 0.03 0.55
H -0.478968 -3.081085 0.270444 -3.05 0.10 -0.62
H -3.696698 -1.671905 -2.201366 0.09 -0.01 -0.38
H -4.595778 -0.216715 -0.313236 -0.05 -0.18 -0.33
H -3.428298 0.824935 1.548754 0.14 0.00 -0.06
H -1.945238 -3.142985 -3.056046 -0.88 0.41 0.51
C -0.250958 -0.669225 -2.947436 -1.58 1.54 -1.59
C -1.052968 0.387665 -2.280296 0.90 -1.51 -1.79
N -1.688008 1.181005 -1.758736 -0.85 0.87 -1.67
H 0.819202 -0.637635 -2.742826 -2.56 0.54 -1.00
H -0.273218 -0.554665 -4.031166 -0.54 0.43 -0.27
H -0.642368 -1.663265 -2.731136 0.40 0.65 -0.07
C -0.855168 0.889505 0.594034 2.92 -2.53 2.02
C 0.262372 -0.029855 0.240494 -12.24 9.15 5.02
N 1.076552 -0.696165 -0.028026 -9.26 -0.87 -3.46
H -1.555328 0.237925 1.116824 0.73 0.67 0.15
H -1.406238 1.332265 -0.235646 0.56 -0.73 0.73
H -0.392128 1.582975 1.296024 -0.29 -0.76 0.15